Molecular formula: C42H48ClINO2P3PbSb
Method: DFT, ωB97M-V with the def2-TZVPD basis set

```
100
Properties=species:S:1:pos:R:3:mulliken_charge:R:1
Pb -0.64698 -0.16207 -0.31737 1.025
C 0.22182 -2.08155 3.56804 -0.708
C -1.04407 -2.60633 2.88740 -1.236
P -1.10007 -2.54993 1.05932 1.087
C 0.26903 -3.57810 0.47440 0.921
C 0.91235 -4.51325 1.28439 -0.272
C 1.93765 -5.29319 0.76937 -0.864
C 2.32484 -5.15062 -0.55551 -0.683
C 1.68481 -4.22781 -1.37195 -0.990
C 0.66406 -3.44395 -0.85824 -0.551
C -2.62302 -3.46030 0.69720 0.646
C -3.83421 -2.77837 0.61146 -0.115
C -5.02137 -3.47315 0.43975 -0.736
C -5.00187 -4.85925 0.33953 -0.702
C -3.79721 -5.54497 0.41719 -0.763
C -2.60921 -4.85033 0.59914 -0.663
C 0.26305 -0.56967 3.77583 -1.634
P 0.66505 0.45912 2.30758 0.579
C 2.36387 0.01430 1.85516 0.914
C 3.22893 -0.66916 2.70930 -0.198
C 4.52106 -0.96905 2.30346 -0.826
C 4.96578 -0.58201 1.04685 -0.613
C 4.11742 0.10928 0.19304 -0.821
C 2.82271 0.40068 0.59430 -0.407
C 0.79902 2.08210 3.13143 0.672
C 2.02642 2.68494 3.39583 -0.650
C 2.08165 3.85161 4.14983 -0.723
C 0.91580 4.42804 4.63728 -0.849
C -0.31532 3.84436 4.35553 -0.700
C -0.36917 2.68127 3.60247 -0.367
H 1.11144 -2.41586 3.03009 0.232
H 0.27654 -2.54665 4.55394 0.362
H -1.92914 -2.06684 3.23777 0.530
H -1.21359 -3.65237 3.15557 0.772
H 0.61885 -4.64948 2.31737 0.350
H 2.43054 -6.01754 1.40368 0.493
H 3.12244 -5.76322 -0.95358 0.466
H 1.98160 -4.12362 -2.40714 0.486
H 0.15119 -2.74171 -1.50972 0.167
H -3.84678 -1.69647 0.66983 0.043
H -5.96312 -2.94080 0.39053 0.551
H -5.92644 -5.40483 0.20603 0.421
H -3.78205 -6.62397 0.34248 0.474
H -1.67495 -5.39539 0.65633 0.352
H 0.98881 -0.31375 4.55116 0.751
H -0.70181 -0.20917 4.14433 0.682
H 2.90915 -0.96724 3.69930 0.363
H 5.18387 -1.50063 2.97292 0.479
H 5.97493 -0.81586 0.73551 0.439
H 4.46648 0.41783 -0.78357 0.461
H 2.16979 0.95321 -0.07606 0.133
H 2.94452 2.23306 3.04239 0.453
H 3.04161 4.29624 4.37780 0.463
H 0.96560 5.31965 5.24913 0.425
H -1.22591 4.28359 4.74261 0.449
H -1.33158 2.21755 3.41068 0.468
Cl 2.10564 7.34042 -3.86027 -0.062
C 1.53211 6.08314 -2.92367 1.088
C 1.37173 6.33538 -1.54775 -0.868
C 0.90113 5.36239 -0.71637 0.098
I 0.69522 5.62398 1.27354 0.463
C 0.54114 3.99227 -1.25898 -0.281
O 0.12482 3.13283 -0.52904 0.300
C 0.74040 3.77383 -2.73421 0.420
N 0.43449 2.57675 -3.19247 -0.162
C 0.60470 2.35679 -4.49964 -0.214
C 1.07981 3.31290 -5.38927 -0.897
C 1.39799 4.56614 -4.90685 -0.716
C 1.22830 4.81462 -3.54101 0.006
H 1.63378 7.31569 -1.17291 0.507
H 0.34818 1.36493 -4.85139 0.508
H 1.19726 3.07378 -6.43662 0.448
H 1.77158 5.33421 -5.56997 0.463
C -4.02726 0.56024 2.64989 -1.248
Sb -3.11859 1.16547 0.82610 0.798
C -4.76895 1.08976 -0.50267 -1.188
C -2.95685 3.26515 1.10278 -1.124
H -5.00929 1.02698 2.71139 0.557
H -3.42392 0.88461 3.49570 0.413
H -4.14004 -0.52168 2.68091 0.341
H -5.58133 1.69084 -0.09766 0.541
H -5.10047 0.06097 -0.62434 0.236
H -4.46808 1.48495 -1.47088 0.398
H -3.82563 3.61666 1.65736 0.520
H -2.93768 3.74491 0.12530 0.430
H -2.04485 3.50538 1.64419 0.104
C -4.62770 -1.65867 -3.16081 -1.079
P -2.87894 -2.01959 -3.01018 0.901
C -2.11958 -1.51951 -4.55930 -1.360
C -2.73454 -3.80102 -2.91405 -0.723
O -2.24040 -1.31883 -1.82649 -0.596
H -5.03811 -2.15052 -4.04366 0.449
H -4.78383 -0.58408 -3.25148 0.309
H -5.15197 -2.02888 -2.27949 0.234
H -2.52969 -2.08935 -5.39340 0.449
H -1.04489 -1.69760 -4.50630 0.342
H -2.30374 -0.45912 -4.73408 0.330
H -3.17790 -4.26576 -3.79549 0.504
H -3.25256 -4.15710 -2.02322 0.108
H -1.68423 -4.08859 -2.85027 0.214
```

Orbital gap   4.6 eV
HOMO energy   -15.260 eV
Multiplicity   1
Net charge   +3



Molecular formula: C42H48CrN5O2P2
Method: DFT, ωB97M-V with the def2-TZVPD basis set

```
100
Properties=species:S:1:pos:R:3:mulliken_spin:R:1
Cr -0.04432 0.50277 -0.06696 3.174
O 0.06688 4.55336 -0.48470 0.115
C 0.24346 3.32600 -0.51662 -0.043
N -0.38063 2.39283 0.28678 -0.101
C -1.18927 2.69074 1.37567 0.000
C -1.42213 3.96702 1.90303 0.026
C -2.17270 4.12339 3.05780 -0.017
C -2.68903 3.01337 3.70914 0.024
C -2.49288 1.74631 3.18024 -0.021
C -1.77561 1.55912 1.99789 0.079
N -1.49356 0.28789 1.41369 -0.119
C -2.37403 -0.71811 1.65949 0.013
O -3.53182 -0.57863 2.06330 0.019
C -1.94590 -2.15696 1.47300 0.029
C -2.93724 -3.10983 1.23150 0.006
C -2.60255 -4.44892 1.24373 -0.001
C -1.28775 -4.80565 1.51438 0.001
C -0.37232 -3.79131 1.73110 0.001
N -0.68652 -2.50016 1.70493 0.018
C 1.18969 2.70290 -1.42761 0.500
C 2.00254 3.46464 -2.28399 -0.050
C 2.92649 2.85753 -3.09002 0.234
C 3.04540 1.42777 -3.03284 0.156
C 2.23177 0.73533 -2.17795 -0.015
N 1.31303 1.30657 -1.37887 0.066
H -0.99104 4.81592 1.39783 0.002
H -2.34479 5.11824 3.45203 -0.001
H -3.25074 3.13002 4.62863 0.002
H -2.91048 0.88964 3.68525 -0.001
H -3.94758 -2.76764 1.05955 0.000
H -3.35404 -5.20756 1.06315 0.000
H -0.97786 -5.84191 1.55636 0.000
H 0.67044 -4.01805 1.94418 0.000
H 1.85924 4.53749 -2.26542 -0.001
H 3.55977 3.43574 -3.75108 0.030
H 3.75647 0.89374 -3.64828 0.016
H 2.30514 -0.34474 -2.11479 -0.006
C 0.01393 -0.16230 -4.35898 -0.004
C -1.19573 0.59006 -3.80518 -0.001
C -1.08032 2.08243 -4.12276 0.012
P -1.53049 0.25484 -1.98405 -0.085
C -3.32746 0.76865 -1.94135 0.005
C -3.41328 2.24862 -1.53591 0.012
C -4.21317 -0.04526 -0.99972 0.003
C -1.48905 -1.55994 -2.01832 0.026
C -2.42483 -2.30265 -2.72922 0.002
C -2.36874 -3.68343 -2.78238 0.005
C -1.34148 -4.31977 -2.09504 -0.001
C -0.38712 -3.60160 -1.40437 0.003
C -0.40942 -2.18926 -1.34282 -0.035
N 0.48088 -1.41602 -0.61012 -0.046
C 1.67126 -1.93276 -0.11995 -0.050
C 2.40367 -2.94456 -0.77697 0.002
C 3.52734 -3.51527 -0.21093 -0.002
C 4.00162 -3.08763 1.02521 0.005
C 3.37935 -2.00684 1.62609 -0.003
C 2.25884 -1.40314 1.06538 0.032
P 1.64960 0.22263 1.59722 -0.086
C 3.19403 1.28175 1.58209 -0.006
C 2.77172 2.75700 1.67673 0.017
C 4.16753 1.10042 0.42128 0.032
C 1.24485 0.26887 3.44450 0.017
C 2.24035 0.96671 4.37590 -0.001
C 0.93834 -1.10478 4.03447 -0.001
H -0.03488 -0.16759 -5.45146 0.003
H 0.04219 -1.19846 -4.02005 -0.006
H 0.94235 0.32423 -4.07077 0.006
H -2.08631 0.18609 -4.29745 -0.002
H -0.34826 2.56613 -3.47343 0.002
H -2.03400 2.59663 -4.00846 -0.007
H -0.75475 2.21495 -5.15787 0.001
H -3.69491 0.65408 -2.96612 -0.005
H -2.90436 2.41299 -0.58580 -0.001
H -4.46052 2.53422 -1.40787 0.000
H -2.96704 2.91669 -2.27082 0.004
H -4.08132 0.27564 0.03065 0.000
H -4.01707 -1.11649 -1.04496 0.001
H -5.26214 0.12005 -1.26180 0.000
H -3.22308 -1.78355 -3.25007 0.000
H -3.10690 -4.24864 -3.33645 0.001
H -1.28742 -5.40298 -2.08685 0.000
H 0.37519 -4.14188 -0.86576 0.001
H 2.08124 -3.26918 -1.75726 0.001
H 4.04666 -4.30233 -0.74583 0.000
H 4.86795 -3.55220 1.47825 0.000
H 3.79120 -1.59752 2.54334 0.000
H 3.72579 0.99415 2.48964 -0.003
H 2.52487 3.13440 0.68431 0.014
H 3.58489 3.36523 2.08182 -0.001
H 1.88571 2.91025 2.29709 0.001
H 3.76397 1.49752 -0.50441 0.000
H 4.43792 0.05654 0.26013 -0.002
H 5.08445 1.65409 0.64666 0.000
H 0.31898 0.85287 3.44981 -0.001
H 3.16542 0.39319 4.47542 0.000
H 1.78349 1.01438 5.36760 -0.001
H 2.48730 1.98292 4.08124 0.000
H 1.85063 -1.70091 4.12812 0.000
H 0.23681 -1.64841 3.41310 0.003
H 0.50825 -0.98277 5.03194 0.001
```

Orbital gap (alpha / beta)   4.7 / 6.9 eV
HOMO energy (alpha / beta)   -2.089 / -4.343 eV
Expectation value of S²   6.047
Multiplicity   5
Net charge   -1



Molecular formula: C42H48N3O2PdS3
Method: DFT, ωB97M-V with the def2-TZVPD basis set

```
99
Properties=species:S:1:pos:R:3:mulliken_charge:R:1
Pd 0.21706 -0.01364 -0.02412 1.051
C 0.25604 -3.50963 -1.12428 -0.990
C -0.43175 -2.88877 0.05279 0.388
N 0.26670 -2.39501 0.99170 0.305
N -0.28640 -2.24969 2.24156 -0.853
C -0.42064 -1.13130 2.84213 0.638
S -0.25502 0.50606 2.26300 -0.506
S -0.75453 -1.35575 4.59053 -0.234
C -1.96003 -0.03474 4.95171 -1.296
C -3.33394 -0.24473 4.36310 0.812
C -3.87243 0.70069 3.49762 -0.169
C -5.14806 0.53057 2.96860 -0.552
C -5.88769 -0.60035 3.28039 -0.415
C -5.34680 -1.56307 4.12775 -0.628
C -4.08173 -1.38200 4.66829 -0.281
C -1.90601 -2.85017 0.05020 -0.245
C -2.68624 -3.99959 0.16185 -0.270
C -4.07252 -3.93864 0.12074 -1.026
C -4.67123 -2.69104 -0.04923 -0.761
C -3.91061 -1.53817 -0.16143 -0.203
C -2.49910 -1.56715 -0.09628 0.222
O -1.82650 -0.44570 -0.25244 -0.767
H 1.33660 -3.52750 -0.99199 0.042
H -0.10571 -4.53674 -1.23038 0.548
H 0.01015 -2.98388 -2.05403 -0.025
H -2.00041 -0.02513 6.04183 0.482
H -1.52147 0.89242 4.59618 0.457
H -3.28250 1.57005 3.22556 0.254
H -5.55702 1.27992 2.29944 0.382
H -6.87447 -0.74244 2.85410 0.383
H -5.91011 -2.46011 4.36015 0.364
H -3.65465 -2.13645 5.32046 0.336
H -2.18778 -4.95523 0.30383 0.433
H -4.67017 -4.83678 0.21944 0.378
H -5.75447 -2.61597 -0.09074 0.412
H -4.38125 -0.56766 -0.29173 0.693
C -5.18960 2.20502 -4.21852 -1.508
C -3.85266 1.65247 -3.78912 1.089
C -2.73250 2.46991 -3.69978 -0.859
C -1.49938 1.95409 -3.31527 -0.475
C -1.39680 0.61337 -3.01687 -0.038
C -2.50251 -0.22553 -3.08171 -0.506
C -3.72140 0.29728 -3.46870 -0.947
S 0.22014 -0.00117 -2.55443 1.566
C 0.44785 -1.00682 -4.02777 -1.537
O 1.16316 1.13045 -2.76404 -0.734
H -5.07046 3.10179 -4.82744 0.380
H -5.79673 2.46910 -3.34851 0.284
H -5.74438 1.46467 -4.79556 0.388
H -2.82172 3.52702 -3.92921 0.344
H -0.61017 2.57502 -3.25061 0.604
H -2.42208 -1.27663 -2.81694 0.329
H -4.59224 -0.35055 -3.51100 0.338
H 0.47683 -0.29330 -4.85106 0.492
H -0.36526 -1.72868 -4.13965 0.423
H 1.40835 -1.51767 -3.91744 0.357
C 4.07482 5.39660 0.26978 -1.633
C 2.88538 4.46729 0.17801 0.586
C 1.60687 4.98395 0.01994 -0.865
C 0.52670 4.10319 -0.07288 -0.338
C -0.88850 4.62053 -0.21165 -1.452
C 0.75749 2.74815 -0.01694 -0.773
C 2.03722 2.15864 0.12979 0.619
C 3.10117 3.08879 0.23910 -1.153
N 2.09233 0.77849 0.16170 1.086
C 3.24258 -0.12938 0.25247 1.678
C 3.08310 -1.16732 -0.88403 -0.544
C 4.14106 -2.26839 -0.81164 0.329
C 5.52138 -1.62508 -0.96597 -1.683
C 5.72398 -0.61864 0.17008 0.249
C 5.65032 -1.34523 1.51793 -1.515
C 4.26228 -1.97252 1.66947 0.436
C 4.03484 -2.98511 0.54043 -1.157
C 3.19223 -0.87644 1.60199 -0.769
C 4.64655 0.48312 0.11540 -2.312
H 3.75552 6.44050 0.29838 0.360
H 4.73461 5.26568 -0.59284 0.298
H 4.66398 5.19194 1.16826 0.329
H 1.44862 6.05947 -0.02101 0.197
H -0.90606 5.71123 -0.24427 0.391
H -1.50189 4.28678 0.63083 0.261
H -1.35959 4.23682 -1.12217 0.125
H -0.05498 2.03777 -0.07447 1.505
H 4.11759 2.76054 0.37832 0.277
H 3.13689 -0.63644 -1.84220 0.298
H 2.09157 -1.59485 -0.78505 -0.708
H 3.98182 -2.99055 -1.62148 0.414
H 5.58210 -1.10611 -1.93057 0.534
H 6.30964 -2.38745 -0.94707 0.586
H 6.70242 -0.14109 0.06736 0.268
H 5.83324 -0.63460 2.33232 0.522
H 6.42407 -2.12116 1.57310 0.590
H 4.19432 -2.48765 2.63266 0.428
H 3.04209 -3.43419 0.64977 0.366
H 4.77869 -3.78984 0.60106 0.586
H 3.34076 -0.14936 2.40837 0.324
H 2.20703 -1.31287 1.72388 -0.191
H 4.71911 1.03139 -0.82919 0.456
H 4.83292 1.17092 0.94039 0.646
```

Orbital gap (alpha / beta)   6.0 / 6.0 eV
HOMO energy (alpha / beta)   -3.739 / -3.739 eV
Multiplicity   1
Net charge   -1



Molecular formula: C42H49BN6PtS3
Method: DFT, ωB97M-V with the def2-TZVPD basis set

```
102
Properties=species:S:1:pos:R:3:mulliken_spin:R:1
Pt -20.14473 -2.54162 -7.28407 0.126
C -24.89188 -4.37859 -6.32609 -0.002
C -23.72460 -5.21201 -6.58009 0.009
C -23.67583 -6.55407 -6.40459 -0.003
C -22.36511 -7.21697 -6.52321 0.000
N -21.34093 -6.56416 -6.91126 -0.004
N -21.42001 -5.22864 -7.18907 -0.002
B -20.17486 -4.52894 -7.84774 0.021
N -20.27707 -4.61203 -9.43155 -0.003
N -20.38886 -5.87790 -9.96319 0.002
C -20.16778 -6.00949 -11.21257 0.002
C -19.94623 -4.89163 -12.06749 -0.001
C -20.05704 -3.65556 -11.55672 0.000
C -19.93168 -2.37187 -12.38371 0.001
C -20.19255 -3.51493 -10.15619 -0.019
S -20.17473 -1.89633 -9.56121 0.011
C -20.23913 -7.40922 -11.84717 0.000
C -21.01814 -7.24404 -13.21246 0.000
C -21.02545 -8.39032 -11.00024 0.001
C -18.81017 -7.90965 -12.10762 0.000
N -18.94002 -5.08601 -7.24547 0.154
N -17.99909 -5.57121 -8.12025 0.274
C -16.88026 -5.94531 -7.54453 -0.116
C -16.57109 -5.94176 -6.20492 0.372
C -17.50029 -5.28806 -5.30162 -0.057
C -17.28634 -5.26060 -3.77896 0.009
C -18.58642 -4.74723 -5.89800 0.235
S -19.69017 -3.59556 -5.10785 0.044
C -15.85623 -6.47262 -8.54886 -0.042
C -14.76481 -5.35616 -8.82372 0.017
C -16.60364 -6.85688 -9.85293 0.011
C -15.20594 -7.74293 -7.99789 -0.007
C -22.54618 -4.56995 -7.03880 -0.012
S -22.50423 -2.85313 -7.26700 -0.010
C -22.34113 -8.74632 -6.32076 0.000
C -23.06231 -9.09759 -4.99911 0.000
C -20.94246 -9.37766 -6.11387 0.001
C -23.03252 -9.41489 -7.51150 0.000
H -25.80000 -4.83611 -5.80473 0.000
H -25.19109 -3.79006 -7.22543 0.000
H -24.57741 -3.64994 -5.58900 0.000
H -24.49113 -7.09222 -6.02523 0.000
H -19.70396 -5.15673 -13.07696 0.000
H -19.57729 -2.55879 -13.41292 0.000
H -19.24465 -1.69567 -12.00762 -0.001
H -20.91183 -1.80557 -12.39574 0.000
H -21.92366 -6.65992 -13.11000 0.000
H -21.35285 -8.25501 -13.53294 0.000
H -20.37545 -6.73250 -13.97391 0.000
H -22.07094 -8.11138 -10.78827 0.000
H -20.56680 -8.44749 -10.00921 0.000
H -20.95372 -9.39316 -11.34796 0.000
H -18.28012 -7.10528 -12.64181 0.000
H -18.85684 -8.80009 -12.74460 0.000
H -18.28279 -8.14609 -11.18504 0.000
H -15.55667 -6.18738 -5.92071 0.019
H -16.41727 -5.77820 -3.50769 0.004
H -18.16649 -5.81456 -3.32389 -0.002
H -17.30381 -4.25647 -3.39291 -0.006
H -15.25905 -4.39895 -9.09377 0.000
H -14.23287 -5.69605 -9.66302 0.001
H -14.13271 -5.22716 -7.94624 -0.003
H -16.69445 -6.00709 -10.60710 0.000
H -17.54658 -7.24229 -9.57745 -0.008
H -16.03481 -7.59188 -10.44928 0.000
H -14.57738 -7.56092 -7.13042 -0.001
H -14.63426 -8.19488 -8.73506 0.003
H -15.95171 -8.43012 -7.65393 0.001
H -22.65635 -8.40671 -4.22293 0.000
H -22.74186 -10.08248 -4.69837 0.000
H -24.16214 -9.02563 -5.06708 0.000
H -20.33361 -8.89161 -5.35405 0.000
H -20.33603 -9.24692 -6.97819 -0.001
H -21.02658 -10.42822 -5.90304 0.000
H -24.12829 -9.18471 -7.42974 0.000
H -22.99655 -10.47528 -7.33205 0.000
H -22.59500 -9.15960 -8.48029 0.000
C -18.21834 -2.26036 -7.34060 0.339
C -17.03255 -2.20152 -7.37160 -0.039
C -15.63917 -2.06614 -7.37975 0.088
C -15.03192 -1.41993 -8.55551 0.058
C -13.75237 -0.83706 -8.45689 0.087
C -13.13001 -0.23045 -9.47014 -0.055
C -13.80579 -0.21626 -10.68097 0.124
C -15.09781 -0.71974 -10.82611 -0.066
C -15.73778 -1.30628 -9.76193 0.097
C -14.89150 -2.51908 -6.21953 0.093
C -15.46181 -2.48735 -4.91031 0.103
C -14.76111 -2.83683 -3.76205 -0.041
C -13.44679 -3.20699 -3.88848 0.090
C -12.92252 -3.42440 -5.16781 -0.059
C -13.60513 -3.05110 -6.33482 0.120
H -13.29502 -0.79386 -7.47321 0.006
H -12.16072 0.08102 -9.37976 -0.003
H -13.36277 0.30512 -11.53315 0.010
H -15.61335 -0.61937 -11.77056 -0.002
H -16.76298 -1.61413 -9.80091 0.030
H -16.42765 -2.06517 -4.77441 -0.001
H -15.19708 -2.69627 -2.77462 0.000
H -12.89588 -3.45424 -3.01909 0.007
H -11.91312 -3.78074 -5.22558 -0.001
H -13.05625 -3.19401 -7.23426 -0.001
```

Orbital gap (alpha / beta)   4.9 / 7.0 eV
HOMO energy (alpha / beta)   -5.301 / -7.563 eV
Expectation value of S²   2.060
Multiplicity   3



Ordered energy above the lowest of the compared OMol25 structures with the same formula, charge and spin results: 0.272 0.000 0.683 0.000; unit eV.